Below is C3H4OS3 in the gas phase at a distorted geometry, with properties calculated with the ωB97M-V functional and the def2-TZVPD basis.

The calculation puts the LUMO energy at -1.21 eV. The energy above the lowest of the compared OMol25 structures with the same formula, charge and spin is 130.1 kJ/mol. Its SMILES is OCC(=S)C(=S)S.

Each atom is followed by the atoms it is bonded to, with distances in Å.
Cartesian coordinates (Å):
1 O -1.98506 0.52458 0.46406  C2 1.384, H8 0.960
2 C -0.67191 0.22178 0.77999  O1 1.384, C3 1.466, H9 1.067, H10 1.112
3 C -0.00149 -0.51624 -0.29502  C2 1.466, S4 1.642, C5 1.519
4 S -0.90275 -1.43654 -1.31340  C3 1.642
5 C 1.51095 -0.37838 -0.25766  C3 1.519, S6 1.628, S7 1.739
6 S 2.64481 -1.41032 0.29021  C5 1.628
7 S 1.92478 1.14597 -0.98627  C5 1.739, H11 1.349
8 H -2.46650 -0.28173 0.26285  O1 0.960
9 H -0.17894 1.16052 0.90110  C2 1.067
10 H -0.59814 -0.34984 1.73150  C2 1.112
11 H 0.72425 1.32020 -1.57735  S7 1.349

Below is 2 unconnected molecules or ions with the total composition C4H8O4 at a distorted geometry, with properties calculated with the ωB97M-V functional and the def2-TZVPD basis.

The calculation puts the LUMO energy at 0.72 eV. The energy above the lowest of the compared OMol25 structures with the same formula, charge and spin is 253.3 kJ/mol. Its SMILES is COC=O.COC=O.

Each atom is followed by the atoms it is bonded to, with distances in Å.
Cartesian coordinates (Å):
1 C -2.80120 2.85792 0.59171  O2 1.423, H5 1.103, H6 1.103, H7 1.103
2 O -2.12865 2.40242 -0.57678  C1 1.423, C3 1.372
3 C -0.78059 2.59583 -0.74617  O2 1.372, O4 1.230, H8 1.108
4 O -0.06910 3.08626 0.12954  C3 1.230
5 H -2.99349 2.10305 1.37262  C1 1.103
6 H -3.76906 3.23953 0.22535  C1 1.103
7 H -2.24068 3.69460 1.04159  C1 1.103
8 H -0.33069 2.23167 -1.69097  C3 1.108
9 C 1.22618 -3.06610 -0.75162  O10 1.388, H13 1.103, H14 1.103, H15 1.103
10 O 2.56102 -3.07524 -0.36983  C9 1.388, C11 1.356
11 C 2.83499 -2.42920 0.79036  O10 1.356, O12 1.235, H16 1.108
12 O 1.99143 -1.89897 1.52072  C11 1.235
13 H 0.58939 -2.25884 -0.35231  C9 1.103
14 H 0.89497 -4.02366 -0.31575  C9 1.103
15 H 1.09140 -3.11209 -1.84538  C9 1.103
16 H 3.92408 -2.34719 0.97693  C11 1.108